[1]
Here is a structure of composition C21H23N3O4S in a non-equilibrium geometry from the OMol25 dataset. Energies are from wB97M-V/def2-TZVPD.

Properties
ΔE to the lowest compared entry with this formula, charge and spin in kJ/mol: 1773.2
E_HOMO in eV: -7.9
Gap between HOMO and LUMO in eV: 7.607
E_LUMO in eV: -0.32
E in Eh: -1676.853149

CARTESIAN COORDINATES (ANGSTROEM)
1 C -6.0722 -0.6003 -0.3226
2 C -4.7496 0.0237 -1.0404
3 O -4.7331 0.3973 -2.2469
4 C -3.7135 0.2874 -0.1809
5 C -3.4567 -0.4077 0.9503
6 N -2.4159 0.2620 1.5970
7 C -1.9630 1.1310 0.8018
8 C -2.7616 1.2813 -0.5725
9 C -2.7184 2.1292 -1.7663
10 H -1.8705 1.6674 -2.3624
11 H -2.4744 3.3327 -1.4031
12 H -3.7204 2.1750 -2.2980
13 C -0.6096 1.7276 0.8832
14 O -0.1443 1.8631 2.1520
15 C 0.0401 2.7635 -0.1724
16 H -0.2584 3.7994 0.2438
17 H -0.1639 2.3165 -1.0044
18 S 1.8101 2.5853 0.2474
19 C 2.0316 0.9992 0.0685
20 N 0.8062 0.3179 -0.0323
21 C 0.7864 -1.0977 -0.2282
22 C -0.4651 -1.6910 -0.2772
23 C -0.3581 -3.0468 -0.3495
24 C 0.7412 -3.8268 0.0807
25 C 1.9721 -3.0396 -0.0555
26 C 2.0844 -1.7908 0.1585
27 C 3.2416 -1.2762 0.4391
28 O 4.3484 -1.4499 0.6365
29 N 3.0384 0.2635 0.5320
30 C 4.3216 1.0602 0.8112
31 C 5.0213 1.7469 -0.5543
32 H 5.3889 2.5942 -0.4007
33 H 4.3234 1.7942 -1.2972
34 C 6.1427 0.6125 -1.0002
35 O 5.7266 -0.5719 -1.4658
36 H 5.4571 -0.8337 -0.6936
37 H 6.9140 0.6271 -0.3287
38 H 6.6708 1.2561 -1.5445
39 H 4.9400 0.5043 1.3381
40 H 3.8383 2.0584 1.4626
41 H 2.9674 -3.8137 0.5810
42 H 0.6402 -4.8832 0.1602
43 H -1.3604 -3.7383 -0.6048
44 H -1.2800 -1.3641 -0.6585
45 H -1.9779 0.2205 2.3370
46 C -3.9799 -1.3603 1.8935
47 H -5.0139 -1.0736 2.3405
48 H -4.1734 -2.3338 1.3434
49 H -3.4708 -1.4712 2.6419
50 H -7.0831 -0.4637 -1.0574
51 H -5.9055 -1.6028 -0.2534
52 H -6.3591 -0.0607 0.4713

These are the Mulliken partial charges, in e, on atoms 1 to 4:
1. C -1.48
2. C 0.49
3. O -0.67
4. C 0.62

[2]
Here is a cluster of 2 separate species, C5H11NO in total from the OMol25 dataset. Energies are from wB97M-V/def2-TZVPD.

Properties
ΔE to the lowest compared entry with this formula, charge and spin in kJ/mol: 118.6
E_HOMO in eV: -9.2
Gap between HOMO and LUMO in eV: 10.002
E_LUMO in eV: 0.83
E in Eh: -327.086183
SMILES string: C=C(C)NC=O.C

CARTESIAN COORDINATES (ANGSTROEM)
1 C -1.2428 0.4881 1.2549
2 C 0.0710 0.3999 1.0359
3 C 0.9253 1.5674 0.6256
4 N 0.7378 -0.8544 1.1829
5 C 1.5026 -1.4524 0.2139
6 O 1.8446 -0.9571 -0.8382
7 H -1.7690 1.4274 1.1098
8 H -1.8713 -0.3862 1.4075
9 H 0.3123 2.4717 0.6313
10 H 1.7639 1.7094 1.3171
11 H 1.3456 1.4158 -0.3754
12 H 0.3911 -1.4627 1.9110
13 H 1.7908 -2.4828 0.5032
14 C -1.1521 -0.3903 -2.0089
15 H -1.1053 0.3520 -2.8078
16 H -0.4009 -1.1775 -2.1461
17 H -2.1586 -0.8064 -1.9379
18 H -0.9851 0.1382 -1.0786

These are the Mulliken partial charges, in e, on atoms 1 to 4:
1. C -0.90
2. C 0.41
3. C -1.09
4. N -0.11

[3]
Here is an isolated molecule of C6H12O from the OMol25 dataset. Energies are from wB97M-V/def2-TZVPD.

Properties
ΔE to the lowest compared entry with this formula, charge and spin in kJ/mol: 116.2
E_HOMO in eV: -9.2
Gap between HOMO and LUMO in eV: 10.071
E_LUMO in eV: 0.90
E in Eh: -311.015017
SMILES string: CC[C@@]1(C)C[C@H]1O

CARTESIAN COORDINATES (ANGSTROEM)
1 C 1.9088 0.5495 -0.4813
2 C 1.1169 -0.2678 0.5544
3 C -0.3348 -0.4087 0.1392
4 C -0.5897 -1.4319 -0.9503
5 C -1.4473 -0.2317 1.1456
6 C -1.1785 0.8355 0.1294
7 O -0.6527 2.0175 0.6800
8 H 1.9127 1.6084 -0.2035
9 H 1.4491 0.4839 -1.4765
10 H 2.9451 0.2098 -0.5750
11 H 1.1792 0.2162 1.5356
12 H 1.5448 -1.2732 0.6727
13 H 0.0956 -1.2966 -1.7961
14 H -0.4460 -2.4479 -0.5600
15 H -1.6158 -1.3648 -1.3333
16 H -1.1754 0.0520 2.1602
17 H -2.3207 -0.8768 1.0737
18 H -1.8501 0.9830 -0.7186
19 H -0.6163 2.6837 -0.0134

These are the Mulliken partial charges, in e, on atoms 1 to 4:
1. C -1.08
2. C -0.73
3. C 1.06
4. C -1.44

[4]
Here is a cluster of 5 separate species, C9H10BBrCl14O in total in a non-equilibrium geometry from the OMol25 dataset. Energies are from wB97M-V/def2-TZVPD.

Properties
E_HOMO in eV: -9.5
Gap between HOMO and LUMO in eV: 8.522
E_LUMO in eV: -0.93
E in Eh: -9465.635238
SMILES string: C/C(Cl)=C(/Cl)BCC(=O)Br.ClC(Cl)Cl.ClC(Cl)Cl.ClC(Cl)Cl.ClC(Cl)Cl

CARTESIAN COORDINATES (ANGSTROEM)
1 C 2.8084 -0.4656 1.5076
2 C 2.1747 -0.1739 0.0409
3 Cl 3.3596 -0.1406 -1.3744
4 C 0.7687 0.0548 -0.1443
5 Cl 0.1593 0.3885 -1.8381
6 B -0.1933 -0.0408 1.1620
7 C -1.7080 -0.6258 1.1832
8 C -2.7954 0.5198 0.9062
9 O -3.6072 0.3359 -0.0423
10 Br -2.7875 2.1557 2.0119
11 H 2.3877 -1.4730 1.8537
12 H 2.4622 0.4024 2.1914
13 H 3.9472 -0.4650 1.4791
14 H 0.3091 0.3110 2.1955
15 H -1.8179 -1.4537 0.3855
16 H -1.8423 -1.1113 2.2245
17 Cl 2.4150 1.0635 4.3883
18 C 1.7859 -0.3654 5.2248
19 Cl 0.0766 -0.6149 4.8413
20 Cl 2.7331 -1.8001 4.8060
21 H 1.8737 -0.1991 6.2964
22 Cl -6.8446 -2.5811 -2.8680
23 C -5.3588 -1.6285 -2.7399
24 Cl -3.9408 -2.6458 -3.0299
25 Cl -5.3940 -0.2696 -3.8718
26 H -5.2924 -1.2305 -1.7289
27 Cl 5.5399 1.7253 0.6218
28 C 6.1325 2.0452 2.2576
29 Cl 5.0735 3.1937 3.0891
30 Cl 6.2612 0.5394 3.1788
31 H 7.1242 2.4865 2.1828
32 Cl -2.4986 1.8516 -7.9884
33 C -3.1537 0.4297 -7.1635
34 Cl -4.8613 0.2070 -7.5687
35 Cl -2.2219 -1.0152 -7.5802
36 H -3.0749 0.5900 -6.0899

These are the Mulliken partial charges, in e, on atoms 1 to 4:
1. C -0.54
2. C 0.16
3. Cl -0.18
4. C 0.17

> Which formula does entry 4 have?

C9H10BBrCl14O